# 1
71
Properties=species:S:1:pos:R:3:forces:R:3 method="wB97M-V/def2-TZVPD" gap_ev="5.795 / 3.176" relative_energy_kj_mol=103.2 multiplicity=5 s2=6.117 total_charge=+4
C 0.649 -3.549 -4.122 0.48 0.96 1.64
H -4.048 0.040 -0.934 -0.03 0.16 0.03
H 2.051 0.888 -4.575 -0.38 0.31 0.24
H 3.818 -0.575 2.009 -0.33 0.05 0.01
C -1.013 -1.855 -3.618 -0.20 0.40 0.39
C -0.354 -0.376 6.342 -0.30 -0.07 2.83
H 2.317 -1.548 2.021 0.26 0.11 0.16
H 0.664 -4.062 0.257 0.24 0.46 -0.53
P -2.254 1.348 0.019 -3.12 2.65 0.09
H 1.648 -0.379 -3.405 0.19 0.16 -0.18
C 2.735 -0.550 2.185 -0.71 -0.60 0.09
H 2.552 -0.238 3.218 -0.07 -0.09 -0.28
C -3.836 1.114 -0.872 0.45 -0.10 -0.16
C 2.266 2.229 1.911 -0.88 -0.03 -0.37
H -0.334 -2.511 5.971 -0.02 0.19 -0.01
H -0.098 -2.249 3.514 -0.01 0.48 0.20
C -0.512 2.312 -4.009 -0.36 -0.23 0.16
C -1.967 3.143 0.175 -0.04 -0.30 0.07
H -0.288 1.819 6.305 -0.02 -0.30 0.07
C -1.751 -2.277 -4.760 -0.25 -0.39 -0.53
C -0.137 -1.364 4.159 -0.04 -0.44 0.73
H 0.689 -2.260 -2.348 -0.08 -0.28 -0.50
H 0.334 -4.685 -5.937 0.02 0.05 0.14
C -0.076 0.935 4.350 -0.21 0.54 1.56
N -0.673 -0.840 8.898 -0.08 -0.06 0.64
C -2.589 0.677 1.672 0.85 -0.54 0.11
H -1.155 3.319 0.890 -0.27 0.05 -0.11
H 2.196 2.056 2.994 0.08 0.01 -0.41
C 0.178 -2.535 -3.282 0.75 -0.82 -0.23
P 0.601 1.675 -2.706 0.71 3.38 -2.87
H -0.598 1.620 -4.852 0.07 0.04 0.12
H 1.572 -4.066 -3.865 -0.17 0.10 -0.06
S -1.709 -0.556 -2.703 0.43 -0.77 -0.40
C 1.918 0.682 -3.506 0.02 -0.79 0.71
H 1.379 3.997 -2.763 0.07 -0.17 0.02
H -1.666 3.523 -0.808 -0.22 0.13 0.20
H 2.987 -0.117 -1.043 0.43 0.21 0.14
H 4.230 0.186 0.205 -0.26 0.26 -0.19
H -4.659 1.611 -0.353 0.16 0.02 0.07
H 0.203 1.542 0.212 0.12 -0.35 0.13
H 2.874 0.836 -2.992 -0.27 0.05 -0.16
H -0.216 3.302 -4.374 0.18 -0.26 0.10
H 0.034 1.899 3.838 -0.11 -0.36 0.33
H -2.705 -1.784 -4.962 0.30 -0.24 -0.13
H -2.176 -0.338 1.711 -0.18 0.02 0.20
H 2.352 3.012 -1.629 -0.13 0.04 -0.13
H -2.887 3.621 0.510 0.02 0.20 -0.04
C -1.263 -3.295 -5.570 -0.84 0.77 0.11
H -2.078 1.279 2.425 -0.02 -0.02 -0.14
H 0.716 3.515 -1.187 0.11 0.17 -0.13
H -1.504 2.401 -3.555 0.06 0.10 -0.19
H -1.852 -3.598 -6.433 0.19 0.01 0.10
H -1.302 -3.762 2.502 -0.32 1.02 0.28
H 1.168 -3.326 1.852 -0.12 -0.95 0.58
H 3.510 1.573 -0.689 0.01 -0.31 0.05
C -0.248 0.886 5.744 0.22 1.57 -1.27
C -0.958 -3.600 1.490 0.93 -1.00 -0.61
N -0.040 -0.158 3.593 0.08 -0.37 -0.47
H 1.480 2.940 1.617 0.43 0.07 0.16
H -3.659 0.638 1.901 0.10 0.12 -0.37
Os -0.459 0.672 -1.066 1.74 -4.39 1.50
C 1.349 3.194 -2.021 -0.05 -0.05 0.26
C 3.318 0.583 -0.260 -0.56 -0.06 -0.69
H -3.759 1.510 -1.889 -0.05 -0.02 0.15
C -0.045 -3.912 -5.275 -0.49 -0.07 -0.43
C 0.366 -3.698 1.224 -1.36 0.87 -0.42
C -0.280 -1.514 5.538 0.07 -1.70 -1.28
H -1.712 -3.701 0.688 0.55 -0.46 0.59
C -0.527 -0.580 7.766 0.33 0.56 -2.73
P 1.980 0.642 0.989 2.12 0.45 1.00
H 3.254 2.639 1.669 -0.22 -0.15 0.01

=====

# 2
83
Properties=species:S:1:pos:R:3:forces:R:3 method="wB97M-V/def2-TZVPD" gap_ev=9.532 relative_energy_kj_mol=338.0 total_charge=+1
H 2.467 4.585 -1.109 0.01 -0.01 0.08
C 2.869 -3.188 -2.332 -0.19 -0.14 -0.06
N 1.286 -1.252 1.773 -0.14 0.05 -0.29
C -0.568 5.114 -1.277 -0.04 0.00 0.03
H -2.641 2.591 -2.056 0.01 0.00 0.02
F -0.969 -4.495 0.194 -0.06 -0.02 -0.05
O 2.676 -1.355 1.805 -0.02 0.50 0.13
B 3.458 -0.758 0.802 0.98 -2.21 0.32
H -2.837 -1.542 -1.323 -0.01 0.04 -0.03
C 0.700 -0.593 -3.717 0.04 0.01 0.01
H -1.222 3.383 -3.736 0.02 0.01 -0.01
F 2.608 0.980 0.830 -0.45 0.25 -1.03
H 1.085 0.323 -3.254 -0.02 -0.02 0.00
H -3.491 2.571 1.069 0.02 -0.07 0.03
C -2.670 1.992 0.620 0.03 -0.06 -0.06
N -1.575 -2.115 1.290 0.16 0.04 -0.10
N 2.258 -1.077 -1.220 -0.23 -0.08 0.12
H -3.022 -0.139 0.455 -0.08 0.12 -0.08
C -1.462 -2.282 3.650 -0.01 0.04 0.05
C -0.157 3.587 -3.631 -0.08 -0.02 -0.01
H -2.660 -0.927 -2.962 0.00 0.01 0.00
N -0.386 -2.395 -2.629 -0.02 -0.02 0.03
C 3.326 1.552 2.992 -0.26 0.29 0.39
C -1.023 2.871 2.117 0.02 0.05 -0.07
H -4.199 -0.688 -2.101 -0.01 -0.01 0.00
H -0.263 5.353 -0.256 0.00 0.00 -0.02
H -2.174 2.664 -0.086 -0.04 0.04 -0.04
H -4.308 0.847 -0.224 0.05 0.01 -0.07
H -1.645 4.939 -1.273 0.00 0.00 0.01
H -2.758 0.031 2.461 0.07 0.14 0.06
H -1.065 -1.536 4.343 -0.02 -0.04 -0.04
H 2.666 3.559 -2.526 -0.01 -0.02 0.02
C -2.289 0.965 2.777 -0.02 -0.13 -0.01
H -1.263 -3.266 4.079 -0.01 0.00 -0.01
N -2.600 0.554 -1.459 -0.07 0.05 0.27
H 0.391 2.794 -4.143 0.00 0.00 -0.01
H 3.720 -3.223 -1.662 0.00 0.00 0.00
H 1.187 -3.443 3.979 0.01 0.01 0.00
H 1.354 -0.795 -4.568 0.01 0.00 0.01
H -4.079 1.661 -2.509 0.00 -0.01 0.00
H -1.749 3.571 2.557 0.01 -0.04 -0.01
H -0.311 -0.431 -4.086 -0.01 -0.01 -0.01
H -2.539 -2.165 3.547 0.03 0.00 0.01
C 2.721 1.939 1.818 0.83 0.28 0.80
H 2.394 -3.479 2.677 0.00 -0.02 -0.01
F 4.681 -0.430 1.226 -0.12 0.23 0.00
H -2.549 1.414 -3.369 0.00 -0.01 0.01
C 3.483 2.546 3.950 0.00 0.08 0.06
H -0.274 2.631 2.872 -0.01 0.00 -0.01
H 2.006 5.192 -2.691 -0.03 -0.02 -0.03
C 0.710 -1.756 -2.760 0.01 0.04 -0.05
C 2.512 4.202 2.485 0.17 -0.19 0.27
O -0.933 -2.117 0.036 0.22 0.09 0.09
H 3.216 4.606 4.474 0.01 0.01 -0.03
C 0.690 -2.253 2.288 0.15 -0.11 0.00
H 2.277 -4.098 -2.236 -0.01 0.00 -0.01
B -0.311 -3.450 -0.394 0.05 0.05 -0.05
C -3.107 -0.725 -1.991 0.04 -0.01 0.07
H 0.069 4.537 -4.116 0.00 0.01 0.01
O 3.457 -1.175 -0.529 -0.12 0.72 -0.03
C 1.333 -3.453 2.896 -0.02 0.03 0.00
H 0.853 -4.346 2.497 -0.02 -0.01 0.00
N -1.668 1.646 1.640 0.07 0.05 -0.05
H 3.948 2.298 4.895 -0.02 -0.02 0.00
C -0.808 -2.181 2.306 0.05 -0.01 0.08
C -3.215 0.770 -0.129 -0.02 -0.12 -0.05
H 2.232 5.228 2.288 -0.04 -0.03 -0.05
P 0.321 3.626 -1.864 0.26 -0.07 -0.07
C 3.076 3.854 3.710 -0.07 -0.02 -0.17
H 3.213 -3.121 -3.367 0.01 0.00 0.00
C 2.344 3.224 1.513 -0.15 -0.08 -0.18
H -3.048 1.604 3.250 0.00 0.00 0.01
H -1.524 0.731 3.519 -0.05 0.01 -0.05
C 2.020 4.303 -2.059 -0.02 0.04 -0.09
O -0.385 -3.525 -1.852 0.02 0.03 -0.04
H 1.946 3.436 0.531 -0.04 0.06 0.03
H 3.646 0.537 3.181 -0.04 0.08 -0.14
C 1.998 -2.025 -2.033 0.33 0.13 0.04
H -0.357 5.973 -1.915 0.00 0.00 -0.01
H -0.527 3.381 1.284 -0.05 -0.06 0.07
Ba 0.124 0.293 -0.277 -1.06 0.09 -0.11
F 1.047 -3.465 0.016 0.00 -0.01 0.06
C -2.988 1.614 -2.391 -0.01 -0.04 0.03

=====

# 3
78
Properties=species:S:1:pos:R:3:forces:R:3 method="wB97M-V/def2-TZVPD" gap_ev=6.850 relative_energy_kj_mol=0.0 total_charge=-1
H 1.663 -3.580 -6.955 0.09 0.00 0.17
N -0.622 3.574 1.438 -0.19 0.11 -0.21
H -1.902 -4.153 0.807 -0.03 0.34 0.00
H 0.943 2.713 2.483 -0.44 -0.09 -0.06
H 2.718 3.051 -7.146 -0.33 -0.14 -0.02
H -1.234 1.406 -7.684 0.22 -0.01 0.12
C -0.596 -4.366 3.105 0.05 -0.35 -0.09
H -2.452 0.446 -3.642 -0.19 -0.06 0.17
C 1.897 -1.400 -4.383 -0.85 -0.02 -0.51
C -1.592 -3.174 1.218 0.33 -0.50 -0.40
C -2.072 -2.440 3.478 -0.10 -0.04 1.37
Hg 0.783 -0.153 3.219 0.03 -0.65 1.51
H 1.026 0.509 9.382 0.03 -0.12 0.13
Si -0.711 0.611 -1.965 0.40 -0.36 -0.27
H -0.344 -1.114 -0.261 -0.04 0.31 -0.13
H -3.191 0.775 -2.046 0.18 -0.18 -0.16
H -1.815 -2.597 4.549 -0.44 -0.34 -0.75
C -0.174 0.740 -5.920 0.23 0.15 -0.18
H -2.379 4.602 1.048 -0.04 0.00 -0.04
H 3.607 -1.860 -3.125 -0.18 0.06 -0.10
O -0.821 1.616 2.567 1.60 1.67 -0.65
H -2.666 -0.879 -2.466 0.11 0.27 0.00
H 0.610 2.890 -8.465 -0.08 -0.06 -0.11
H -2.326 -2.411 0.974 -0.02 0.01 0.11
C -0.817 0.244 6.938 0.46 -0.15 0.25
H 0.618 0.299 0.060 -0.10 -0.02 -0.05
H -2.626 2.986 1.763 0.38 0.12 -0.12
N 0.457 0.359 7.384 -0.21 0.14 -0.37
C 2.172 -3.254 -6.041 -0.10 -0.39 -0.10
H 0.559 2.786 -1.997 -0.25 -0.07 -0.11
H -0.967 0.064 -5.578 0.30 0.32 -0.17
H 3.251 -3.245 -6.255 -0.21 -0.03 0.10
H -1.195 3.104 -1.812 0.28 -0.27 -0.18
O 0.355 -0.233 -2.968 -0.12 0.14 -0.51
H 1.251 4.372 1.309 -0.10 0.31 -0.31
H -0.467 -4.264 4.179 -0.02 -0.24 -0.14
H 1.411 -1.079 8.682 -0.02 0.28 -0.35
C 2.552 -2.139 -3.254 0.05 -0.18 0.16
C -2.423 0.187 -2.574 -0.18 0.06 -0.11
C -0.125 2.602 2.199 -1.17 -2.11 0.73
C -0.307 1.476 -7.113 -0.09 -0.14 0.46
H 0.402 4.273 -0.276 -0.08 0.29 0.53
H -0.544 2.576 -3.388 0.08 0.10 0.38
C 0.288 4.506 0.802 0.00 -0.18 0.08
C -0.383 -0.019 -0.243 -0.06 0.34 -0.41
H 1.977 -3.994 -5.256 0.17 -0.03 -0.26
C -0.707 -0.786 9.063 -0.34 0.02 -0.14
H -2.169 3.141 0.052 0.05 0.06 0.19
C 1.895 2.409 -6.825 0.26 -0.06 0.65
H -1.070 0.267 0.562 -0.05 0.07 -0.31
H 2.932 1.766 -5.012 -0.21 0.12 -0.34
C 0.720 2.306 -7.562 -0.01 -0.20 0.31
H -0.079 5.527 0.954 0.20 -0.08 -0.19
Cl 0.329 -2.262 5.024 1.39 0.95 0.50
H -0.722 -1.874 9.199 0.09 0.14 -0.02
H 0.399 -4.277 2.640 -0.25 -0.08 0.16
C 0.682 -0.256 8.681 0.24 0.11 -0.12
H 2.528 -3.223 -3.410 -0.02 0.22 0.13
S -1.416 0.773 5.466 -0.20 -0.03 0.60
H 2.032 -1.892 -2.319 0.16 -0.18 -0.18
N -1.439 -3.298 2.642 -0.69 0.42 -0.32
Cl 1.587 -1.598 1.468 0.42 -0.10 0.27
C 1.675 -1.915 -5.608 0.44 0.80 0.56
H -1.043 -5.345 2.852 0.14 0.21 -0.01
Cl 2.067 1.410 4.760 0.08 0.02 -0.54
C 1.362 -0.024 -3.959 0.01 0.14 0.21
H -1.049 -0.310 9.985 -0.14 -0.09 0.03
C 1.011 0.837 -5.181 0.24 0.29 0.25
N -1.521 -0.392 7.923 0.00 0.25 -0.12
H -2.469 -0.686 7.778 0.13 0.02 -0.14
H 2.215 0.481 -3.464 -0.28 -0.04 -0.13
C -2.027 3.569 1.053 -0.05 -0.07 0.00
C 2.027 1.705 -5.624 -0.46 -0.39 -0.21
H 1.162 0.827 6.807 -0.34 -0.46 0.14
O -2.811 -1.514 3.180 -0.03 -0.15 -0.90
H -0.619 -2.917 0.771 -0.29 -0.06 0.04
H 1.177 -1.311 -6.373 0.16 -0.17 0.36
C -0.447 2.452 -2.293 -0.01 0.01 -0.13

=====

# 4
72
Properties=species:S:1:pos:R:3:forces:R:3 method="wB97M-V/def2-TZVPD" gap_ev="4.289 / 4.393" total_charge=+1
H -2.730 3.470 -1.194 0.08 -0.15 0.22
C -0.511 -0.370 2.998 0.64 -0.29 0.14
H 1.175 -4.489 -2.209 -0.21 -0.08 0.16
H 0.765 -5.136 -0.609 -0.06 -0.10 -0.29
H -0.355 2.918 -1.572 -0.16 0.13 0.25
C -0.756 -3.625 -4.480 -0.27 -0.17 -0.26
H 0.950 4.476 1.678 -0.11 -0.08 0.38
C 0.388 -4.529 -1.443 0.38 -0.44 0.45
C -0.884 3.825 2.636 -0.05 0.13 0.28
C -2.636 -3.255 -2.811 -0.32 -0.40 -0.05
C -1.278 -0.650 -1.724 3.66 -1.80 -0.22
C -0.661 3.356 -0.604 0.09 -0.45 -0.10
C 2.140 2.725 -0.117 0.21 0.02 -0.06
H 2.152 -2.390 -2.275 -0.38 -0.06 -0.17
H -3.396 -3.423 -3.592 0.30 -0.01 0.14
P 0.442 2.446 0.585 0.26 0.20 0.07
H 2.223 3.796 -0.385 0.23 -0.51 0.05
N 0.746 -0.555 2.527 0.33 -0.46 0.33
H -2.468 -0.400 -2.820 0.18 1.40 -1.96
H -2.821 -0.710 -2.273 -2.06 -0.81 1.10
H 1.538 -1.755 -3.801 0.39 0.24 0.38
C 0.214 -1.008 5.198 -0.09 0.08 -0.28
C 1.503 -1.200 4.698 0.51 -0.04 -0.17
H -0.775 4.284 3.627 -0.05 -0.07 -0.15
C 1.418 2.928 3.119 0.05 0.20 0.14
C -0.812 -0.598 4.336 -0.01 0.07 -0.19
H 0.967 -2.756 -0.388 -0.11 -0.13 -0.18
H 1.481 3.613 3.972 0.09 -0.20 -0.07
H 3.359 -0.550 -2.519 -0.48 -0.03 -0.58
H 0.058 -3.155 -5.047 -0.14 -0.17 0.14
O -1.032 0.026 -0.724 0.23 1.10 1.95
N -0.245 -1.409 7.739 0.47 0.45 -2.87
H 3.509 2.010 -1.648 -0.59 0.06 0.13
C 0.055 -3.147 -0.882 0.05 -0.10 0.09
H 2.325 -1.532 5.335 -0.36 0.13 -0.09
H -3.112 -2.613 -2.057 0.39 -0.26 -0.26
H 1.786 2.167 -2.147 0.37 0.02 0.04
C 1.748 -0.964 3.351 -1.22 0.16 0.09
H 2.895 2.504 0.657 -0.29 0.23 -0.01
H 1.019 1.971 3.480 -0.01 0.17 -0.01
H -1.029 5.380 0.136 0.28 -0.13 -0.23
C -1.039 -3.201 0.184 -0.01 -0.16 0.17
H -1.274 -0.044 2.278 0.44 -0.12 0.27
C 2.452 1.829 -1.327 -0.14 -0.08 -0.25
C 0.503 3.544 2.059 0.21 0.10 -0.24
H -2.423 -4.235 -2.360 -0.06 0.26 -0.12
C -0.050 -1.230 6.597 -0.45 -0.44 2.71
N 2.209 0.395 -1.123 -1.24 0.12 1.37
H -1.194 -2.227 0.662 -0.10 -0.13 -0.25
H 2.739 -1.104 2.908 -0.36 0.07 0.20
P -0.197 -1.989 -2.277 -2.47 2.08 1.46
H -2.518 3.445 0.565 0.12 -0.12 -0.33
H -1.466 2.901 2.766 0.09 0.15 -0.04
C 1.525 -1.591 -2.705 0.74 -0.41 -0.75
H -0.492 -5.039 -1.858 0.27 0.25 0.16
H -1.713 -1.765 -4.045 0.24 -0.23 0.21
C -1.389 -2.656 -3.482 0.34 -0.30 -0.74
H -1.999 -3.567 -0.204 0.33 0.17 0.13
H 0.599 5.175 -0.585 -0.30 -0.01 -0.06
H -1.468 4.521 2.026 0.15 -0.24 0.12
Mg 1.235 -0.060 0.584 -0.98 1.12 -1.84
C 2.288 -0.259 -2.395 0.87 0.03 -0.69
H -0.698 -3.901 0.962 -0.19 0.11 -0.14
H -1.833 -0.455 4.684 0.31 -0.04 0.03
H 2.084 0.476 -3.207 -0.13 -0.49 0.36
C -0.455 4.874 -0.655 -0.02 0.02 -0.18
H 2.433 2.754 2.747 -0.12 0.05 0.09
C -2.143 3.024 -0.378 -0.13 -0.05 -0.11
H -0.848 5.227 -1.621 0.16 0.04 0.33
H -1.529 -3.928 -5.197 0.25 -0.03 0.06
H -0.385 -4.528 -3.981 -0.04 0.19 -0.26
H -2.305 1.941 -0.374 0.00 0.24 -0.03